No. 1
Here is C25H54F4N6O12PbS4 as an isolated structure in a non-equilibrium geometry from the Open Molecules 2025 dataset. Energies are from the ωB97M-V functional and the def2-TZVPD basis.

2S+1: 1
HOMO energy: -0.5130 hartree
Net charge: +2
LUMO: -0.3217 hartree
Orbital gap: 5.21 eV

CARTESIAN COORDINATES (ANGSTROEM)
Pb 1.024 -3.589 2.544
N -0.555 -1.026 1.339
O -0.186 -2.057 0.738
O -0.851 -0.010 0.713
O -0.405 -1.156 2.558
C 4.490 2.846 -1.577
C 3.888 2.150 -2.800
C 4.928 1.198 -3.385
C 5.034 -0.145 -2.639
C 3.649 -0.852 -2.541
C 2.524 -0.040 -1.886
N 2.616 1.404 -2.359
O 1.627 2.196 -2.266
C 2.630 -0.092 -0.343
C 1.172 -0.645 -2.337
C 3.655 3.093 -4.030
H 3.836 3.662 -1.269
H 5.476 3.228 -1.843
H 4.711 2.230 -0.705
H 5.922 1.632 -3.469
H 4.623 0.792 -4.352
H 5.287 0.107 -1.604
H 5.847 -0.804 -2.940
H 3.800 -1.783 -1.995
H 3.351 -1.123 -3.556
H 3.518 0.372 0.089
H 2.690 -1.107 0.054
H 1.748 0.406 0.062
H 1.206 -1.662 -1.948
H 1.110 -0.589 -3.424
H 0.281 -0.180 -1.915
H 2.996 3.946 -3.866
H 3.053 2.540 -4.754
H 4.570 3.392 -4.537
C -5.455 0.722 -2.151
C -4.346 -0.197 -1.662
C -4.665 -1.687 -1.765
N -3.484 -2.599 -1.320
C -3.368 -2.641 0.194
C -2.200 -2.147 -1.977
C -1.381 -3.391 -2.138
C -2.325 -4.535 -2.484
C -3.616 -4.065 -1.766
H -5.185 1.778 -2.136
H -6.441 0.770 -1.688
H -5.649 0.482 -3.198
H -4.263 0.041 -0.597
H -3.357 0.079 -2.024
H -4.830 -2.075 -2.771
H -5.566 -1.926 -1.200
H -4.330 -3.041 0.511
H -3.144 -1.599 0.417
H -2.604 -3.300 0.599
H -1.659 -1.331 -1.502
H -2.421 -1.891 -3.016
H -0.920 -3.582 -1.166
H -0.529 -3.290 -2.809
H -1.889 -5.464 -2.119
H -2.323 -4.610 -3.571
H -3.920 -4.832 -1.058
H -4.335 -4.082 -2.586
C -4.860 3.003 0.870
C -3.587 3.690 1.333
C -2.357 2.890 0.838
N -0.958 3.286 1.343
C -0.735 2.623 2.733
C -0.957 4.799 1.581
C -0.708 5.399 0.219
C 0.049 4.300 -0.588
C 0.165 3.068 0.345
H -5.711 3.485 1.355
H -5.041 1.949 1.085
H -5.039 3.143 -0.197
H -3.570 3.707 2.423
H -3.666 4.703 0.938
H -2.434 3.036 -0.241
H -2.434 1.851 1.154
H -1.538 2.979 3.374
H 0.255 2.862 3.120
H -0.646 1.541 2.637
H -0.006 4.900 2.106
H -1.845 5.096 2.131
H -0.188 6.352 0.302
H -1.674 5.582 -0.255
H 1.079 4.584 -0.803
H -0.413 4.099 -1.553
H 1.125 3.081 0.860
H -0.032 2.071 -0.046
N 3.223 -2.527 2.694
S 3.779 -1.219 3.265
O 4.528 -0.305 2.398
O 3.944 -1.117 4.698
F 2.342 -0.513 3.064
S 4.675 -3.267 2.486
O 5.191 -3.808 3.695
O 5.596 -2.847 1.462
F 4.036 -4.590 1.797
N 0.527 -4.042 4.802
S -0.722 -3.854 5.677
O -0.727 -3.034 6.855
O -1.724 -4.941 5.710
F -1.422 -2.713 4.751
S 1.455 -4.658 6.100
O 1.345 -6.072 6.222
O 1.809 -3.873 7.258
F 2.810 -4.622 5.222

Results of the Mulliken charge analysis, in e, for atoms 1 through 6: 1.57, 0.84, -0.59, -0.39, -0.74, -1.46



No. 2
Here is C25H54MgN12O3 as an isolated structure in a non-equilibrium geometry from the Open Molecules 2025 dataset. Energies are from the ωB97M-V functional and the def2-TZVPD basis.

2S+1: 1
HOMO energy: -0.2787 hartree
LUMO: 0.0145 hartree
Orbital gap: 7.98 eV
ΔE to the lowest compared entry with this formula, charge and spin: 0.000 eV

CARTESIAN COORDINATES (ANGSTROEM)
Mg 0.860 1.287 0.223
C -0.172 1.749 -3.121
N 0.019 3.024 -2.441
C 1.181 3.794 -2.995
C -0.618 3.306 -1.278
N -0.881 2.277 -0.456
C -1.946 2.363 0.528
C -2.825 1.107 0.440
N -2.287 -0.224 0.647
C -1.740 -0.493 1.999
C -0.230 -0.803 2.073
N 0.534 0.434 2.204
C 1.589 0.476 3.011
N 1.973 1.668 3.475
C 1.074 2.839 3.578
C 3.316 1.959 3.860
N 2.267 -0.634 3.443
C 2.614 -1.661 2.455
C 2.927 -0.764 4.700
C -3.231 -1.251 0.245
C -3.087 -1.987 -1.081
N -1.846 -2.781 -1.009
C -1.843 -3.950 -1.489
N -2.835 -4.526 -2.302
C -3.341 -5.884 -2.030
C -3.328 -3.873 -3.489
N -0.803 -4.831 -1.201
C -0.102 -5.536 -2.244
C 0.189 -4.375 -0.194
N -1.003 4.581 -0.977
C -0.914 5.056 0.392
C -1.443 5.456 -2.041
H -0.292 1.908 -4.158
H -1.020 1.194 -2.681
H 0.775 1.209 -3.019
H 2.126 3.248 -2.746
H 1.161 4.853 -2.693
H 1.212 3.828 -4.068
H -2.618 3.182 0.273
H -1.592 2.475 1.522
H -3.302 1.116 -0.524
H -3.630 1.195 1.266
H -2.204 -1.357 2.542
H -1.924 0.373 2.710
H 0.015 -1.242 1.091
H -0.103 -1.474 2.969
H 0.178 2.624 2.981
H 1.564 3.755 3.267
H 0.784 3.074 4.628
H 3.974 1.097 3.749
H 3.469 2.317 4.862
H 3.733 2.675 3.103
H 2.301 -1.367 1.479
H 2.191 -2.602 2.826
H 3.707 -1.797 2.432
H 2.536 -0.096 5.445
H 3.988 -0.673 4.677
H 2.579 -1.735 5.062
H -4.205 -0.826 0.189
H -3.104 -2.118 0.905
H -3.050 -1.306 -1.939
H -3.930 -2.693 -1.165
H -3.081 -6.124 -1.021
H -2.908 -6.628 -2.668
H -4.479 -5.862 -2.070
H -2.859 -2.925 -3.704
H -4.404 -3.766 -3.576
H -3.004 -4.411 -4.413
H -0.837 -5.635 -3.071
H 0.297 -6.539 -1.880
H 0.754 -4.954 -2.598
H -0.297 -3.770 0.587
H 0.960 -3.737 -0.707
H 0.685 -5.179 0.277
H -0.441 4.366 1.050
H -1.841 5.210 0.916
H -0.271 5.958 0.356
H -1.484 5.047 -3.018
H -0.831 6.363 -2.024
H -2.479 5.874 -1.822
N 0.525 -0.711 -1.175
C 1.900 -1.177 -1.545
C 3.037 -0.322 -1.044
O 4.200 -0.733 -1.186
N 2.637 0.799 -0.453
C 3.699 1.801 -0.082
C 2.998 2.989 0.603
O 3.663 3.921 1.060
O 1.724 3.020 0.500
H -0.144 -1.493 -1.082
H 0.181 -0.136 -1.932
H 1.953 -1.358 -2.609
H 2.026 -2.199 -1.088
H 4.156 2.233 -0.957
H 4.574 1.441 0.470

Results of the Mulliken charge analysis, in e, for atoms 1 through 6: 2.64, -1.52, 0.18, -0.81, -0.09, 0.74



No. 3
Here is a 9-piece molecular cluster, C25H54NO15P overall in a non-equilibrium geometry from the Open Molecules 2025 dataset. Energies are from the ωB97M-V functional and the def2-TZVPD basis.

2S+1: 1
HOMO energy: 0.0185 hartree
Net charge: -2
LUMO: 0.1243 hartree
Orbital gap: 2.88 eV
ΔE to the lowest compared entry with this formula, charge and spin: 0.000 eV

CARTESIAN COORDINATES (ANGSTROEM)
N 0.652 0.267 0.702
H 0.946 0.306 1.571
H -0.373 0.392 0.698
H 0.873 -0.675 0.262
H 1.266 0.856 0.031
P 3.933 -0.083 0.854
O 5.304 -0.130 1.063
O 3.332 0.954 2.018
O 3.078 -1.306 0.947
O 3.502 0.574 -0.441
O -0.319 -1.161 -2.543
C 0.635 -1.288 -3.321
O 0.615 -1.280 -4.658
C -0.576 -1.480 -5.378
C -0.425 -1.787 -6.906
C 2.039 -1.046 -2.735
H -1.121 -0.440 -5.170
H -1.091 -2.347 -4.905
H 0.386 -2.600 -6.880
H -0.227 -0.854 -7.410
H -1.296 -2.083 -7.271
H 2.009 -0.190 -2.460
H 2.760 -1.437 -3.401
H 2.144 -1.658 -1.814
O 3.899 -2.085 6.446
C 3.444 -1.713 5.357
O 2.148 -1.900 4.977
C 1.496 -1.384 3.708
C 0.062 -1.488 4.041
C 4.314 -0.935 4.411
H 1.739 -1.922 2.794
H 1.852 -0.389 3.569
H -0.563 -0.937 3.378
H 0.013 -1.034 5.055
H -0.157 -2.452 4.148
H 3.820 -0.031 4.226
H 4.366 -1.210 3.404
H 5.454 -0.929 4.683
O -0.995 1.152 3.096
C -0.159 2.028 3.239
O -0.220 3.239 2.715
C -1.389 3.714 2.019
C -0.980 5.116 1.364
C 1.286 1.704 3.751
H -2.211 3.866 2.670
H -1.770 2.981 1.320
H -0.615 5.888 2.123
H -1.949 5.535 1.051
H -0.321 5.186 0.637
H 1.460 0.728 4.254
H 1.566 2.334 4.538
H 2.103 1.809 2.955
O -0.812 1.201 -0.836
C 0.069 1.762 -1.427
O 0.207 1.777 -2.714
C -0.912 1.432 -3.533
C -0.421 1.622 -4.972
C 1.191 2.340 -0.584
H -1.920 2.045 -3.341
H -1.293 0.298 -3.373
H 0.384 0.835 -5.365
H -0.197 2.605 -5.225
H -1.381 1.450 -5.597
H 0.902 2.877 0.304
H 1.603 3.172 -1.133
H 1.804 1.562 -0.544
C -3.604 -1.289 -0.331
C -3.004 -1.667 0.979
O -1.721 -1.698 1.262
C -4.088 -2.001 2.115
H -2.632 -0.959 -0.944
H -3.994 -0.393 -0.209
H -4.126 -2.142 -0.724
H -4.005 -3.002 2.692
H -5.061 -2.095 2.015
H -3.951 -1.373 3.090
C -3.617 2.442 0.355
C -3.809 3.497 -0.696
O -3.846 4.781 -0.502
C -3.763 2.884 -2.179
H -3.593 2.882 1.345
H -2.683 1.946 0.284
H -4.415 1.782 0.360
H -2.898 2.396 -2.269
H -3.689 3.748 -2.842
H -4.570 2.398 -2.385
C 0.869 -3.761 0.240
C 1.533 -5.035 -0.120
O 0.907 -6.146 -0.263
C 2.951 -4.902 -0.547
H 0.704 -3.739 1.249
H -0.093 -3.761 -0.282
H 1.225 -2.857 -0.220
H 3.390 -6.026 -0.462
H 3.484 -4.618 0.253
H 3.131 -4.649 -1.705

Results of the Mulliken charge analysis, in e, for atoms 1 through 6: 2.63, -1.10, -0.03, -0.38, -0.70, 0.18